Below is a cluster of 7 separate species, C28H41N5O4S2 in total at a distorted geometry, with properties calculated with ωB97M-V/def2-TZVPD.

The geometry in XYZ format:
```
80
C28H41N5O4S2 | OMol25 | ωB97M-V/def2-TZVPD
O -3.812 -1.511 -2.893
S -2.693 -1.649 -3.800
O -1.903 -2.866 -3.901
C -3.247 -1.098 -5.506
C -3.512 0.401 -5.288
C -2.259 0.910 -4.441
C -1.574 -0.226 -3.567
H -4.075 -1.737 -5.812
H -2.383 -1.177 -6.166
H -3.644 0.964 -6.211
H -4.451 0.411 -4.734
H -2.629 1.786 -3.908
H -1.512 1.396 -5.068
H -1.501 -0.165 -2.481
H -0.580 -0.432 -3.961
O -4.073 0.269 2.259
S -3.790 0.713 0.897
O -2.498 0.380 0.261
C -5.013 -0.137 -0.203
C -5.449 0.849 -1.268
C -5.523 2.251 -0.526
C -4.367 2.462 0.548
H -5.878 -0.380 0.414
H -4.467 -0.989 -0.610
H -4.641 0.761 -1.994
H -6.387 0.530 -1.722
H -6.516 2.254 -0.076
H -5.467 2.994 -1.322
H -4.750 2.879 1.479
H -3.474 3.043 0.320
C 4.875 -1.179 3.804
C 4.415 -0.439 4.903
C 4.787 0.888 4.672
N 5.455 0.935 3.480
C 5.532 -0.297 2.977
H 4.641 -2.193 3.515
H 3.907 -0.828 5.772
H 4.818 1.689 5.395
H 5.798 1.818 3.130
H 6.000 -0.530 2.032
C 0.848 -0.280 0.955
C 1.907 -0.862 1.634
C 2.905 -1.245 0.738
N 2.531 -0.801 -0.524
C 1.306 -0.222 -0.371
H 0.002 0.143 1.477
H 1.920 -1.022 2.702
H 3.847 -1.762 0.853
H 3.065 -0.946 -1.369
H 0.810 0.085 -1.280
C 0.892 -1.916 6.261
C 0.552 -2.185 7.600
C -0.256 -1.240 8.082
N -0.654 -0.494 6.963
C 0.086 -0.868 5.858
H 1.558 -2.472 5.618
H 0.846 -3.054 8.169
H -0.657 -1.110 9.076
H -1.340 0.247 6.969
H 0.017 -0.402 4.886
C -1.778 3.797 -1.876
C -0.804 2.870 -1.512
C 0.440 3.495 -1.661
N 0.184 4.787 -2.010
C -1.142 4.994 -2.200
H -2.839 3.625 -1.975
H -1.080 1.911 -1.100
H 1.435 3.163 -1.403
H 0.826 5.524 -2.268
H -1.435 5.949 -2.611
C 4.349 -3.715 -1.538
C 4.443 -4.408 -2.799
C 4.941 -3.464 -3.758
N 5.269 -2.341 -3.061
C 4.902 -2.439 -1.755
H 3.881 -4.143 -0.664
H 4.146 -5.429 -2.987
H 5.150 -3.426 -4.817
H 5.570 -1.504 -3.539
H 5.199 -1.589 -1.159
```

Summary:
Energy relative to the best compared isomer or geometry (same formula, charge and spin), eV: 2.1773
Highest occupied orbital energy, eV: -7.46
Gap between HOMO and LUMO, eV: 7.911
SMILES: O=S1(=O)CCCC1.O=S1(=O)CCCC1.c1cc[nH]c1.c1cc[nH]c1.c1cc[nH]c1.c1cc[nH]c1.c1cc[nH]c1
Calculated total energy, a.u.: -2462.4904

=====

Below is a cluster of 5 separate species, C28H42BrN2O9 in total at a distorted geometry, with properties calculated with ωB97M-V/def2-TZVPD.

The geometry in XYZ format:
```
82
C28H42BrN2O9 | OMol25 | ωB97M-V/def2-TZVPD
O -3.467 0.756 -0.842
C -4.229 0.081 -1.468
Br -6.151 0.429 -1.319
C -3.797 -1.089 -2.395
C -2.431 -1.534 -1.886
C -2.387 -2.704 -1.114
C -1.151 -3.078 -0.616
C -0.105 -2.215 -0.956
N -0.292 -1.163 -1.725
C 0.867 -0.337 -2.068
C 0.657 1.024 -2.091
C 1.705 1.866 -2.381
C 2.925 1.289 -2.640
C 3.149 -0.069 -2.614
C 2.095 -0.900 -2.316
N -1.437 -0.749 -2.239
H -4.554 -1.867 -2.286
H -3.734 -0.659 -3.399
H -3.294 -3.274 -0.930
H -1.005 -3.952 0.008
H 0.889 -2.415 -0.577
H -0.333 1.419 -1.879
H 1.552 2.940 -2.382
H 3.762 1.945 -2.869
H 4.153 -0.427 -2.809
H 2.265 -1.973 -2.274
O -4.202 -6.327 -0.359
C -4.874 -6.214 -1.349
O -4.806 -5.062 -2.044
C -5.428 -4.848 -3.321
C -6.887 -4.470 -3.174
C -5.840 -7.288 -1.776
H -5.283 -5.713 -3.969
H -4.885 -4.022 -3.780
H -7.464 -5.262 -2.698
H -7.328 -4.262 -4.149
H -6.987 -3.582 -2.547
H -6.749 -7.200 -1.183
H -5.379 -8.255 -1.586
H -6.094 -7.263 -2.833
O 4.226 4.175 -2.969
C 4.392 4.440 -1.806
O 3.363 4.919 -1.092
C 3.405 5.121 0.329
C 4.051 6.441 0.689
C 5.752 4.318 -1.162
H 3.883 4.274 0.824
H 2.366 5.125 0.656
H 5.088 6.486 0.359
H 4.027 6.597 1.767
H 3.525 7.263 0.202
H 6.342 5.196 -1.420
H 6.239 3.430 -1.558
H 5.723 4.207 -0.081
O -5.218 -10.225 5.583
C -5.061 -9.324 4.811
O -4.751 -9.598 3.528
C -4.695 -8.614 2.495
C -3.366 -7.890 2.480
C -5.125 -7.884 5.266
H -5.542 -7.928 2.568
H -4.818 -9.160 1.560
H -3.191 -7.346 3.410
H -3.327 -7.183 1.653
H -2.549 -8.604 2.372
H -4.175 -7.619 5.730
H -5.920 -7.795 6.003
H -5.350 -7.175 4.472
O 6.595 7.343 3.047
C 6.908 8.495 2.907
O 6.131 9.455 3.434
C 6.486 10.842 3.462
C 6.155 11.530 2.154
C 8.111 8.884 2.081
H 7.532 10.967 3.748
H 5.892 11.281 4.262
H 6.713 11.104 1.320
H 6.383 12.595 2.213
H 5.096 11.410 1.923
H 7.839 8.855 1.026
H 8.900 8.158 2.267
H 8.519 9.862 2.322
```

Summary:
Highest occupied orbital energy, eV: -11.38
Net charge: +1
Gap between HOMO and LUMO, eV: 6.797
Calculated total energy, a.u.: -4452.5648

=====

Below is a structure of composition C28H42ClGe2N2O2SSe2Tl at a distorted geometry, with properties calculated with ωB97M-V/def2-TZVPD.

The geometry in XYZ format:
```
81
C28H42ClGe2N2O2SSe2Tl | OMol25 | ωB97M-V/def2-TZVPD
Tl -0.675 -0.989 -0.349
C 2.898 -2.340 3.703
C 1.977 -2.564 2.504
Ge 1.486 -0.995 1.312
C 3.129 0.173 0.962
C 4.191 0.281 2.054
C 0.738 0.223 2.718
C -0.343 1.020 2.760
Ge -1.719 0.935 1.275
C -3.503 0.176 1.850
C -4.373 0.835 2.920
C -1.900 2.692 0.309
C -2.356 3.934 1.073
C -0.575 1.936 3.909
C -1.796 2.600 4.055
C -2.049 3.464 5.108
C -1.073 3.702 6.063
C 0.156 3.068 5.935
C 0.402 2.211 4.877
H 2.824 -3.170 4.414
H 2.637 -1.426 4.241
H 3.941 -2.256 3.394
H 1.000 -2.913 2.848
H 2.378 -3.365 1.876
H 2.715 1.164 0.753
H 3.603 -0.171 0.039
H 3.740 0.458 3.033
H 4.892 1.098 1.851
H 4.772 -0.640 2.119
H 1.396 0.259 3.592
H -3.276 -0.850 2.137
H -4.058 0.129 0.909
H -3.893 0.810 3.900
H -5.323 0.296 3.002
H -4.608 1.874 2.675
H -2.593 2.480 -0.508
H -0.928 2.880 -0.154
H -3.350 3.785 1.502
H -2.408 4.790 0.394
H -1.665 4.187 1.879
H -2.563 2.433 3.314
H -3.010 3.959 5.185
H -1.262 4.376 6.890
H 0.933 3.249 6.670
H 1.380 1.754 4.805
O -0.258 -1.841 -5.531
C -0.965 -0.687 -5.074
C -2.425 -0.940 -4.669
C -3.196 -1.464 -5.901
O -2.709 -2.693 -6.423
C -3.061 0.412 -4.321
Se -2.463 1.307 -2.671
C -2.593 -1.957 -3.524
Se -0.988 -2.614 -2.555
H -0.115 -2.386 -4.731
H -0.950 0.024 -5.906
H -0.447 -0.238 -4.224
H -3.165 -0.690 -6.685
H -4.247 -1.626 -5.640
H -1.742 -2.652 -6.328
H -4.140 0.282 -4.209
H -2.890 1.115 -5.139
H -3.019 -2.884 -3.905
H -3.264 -1.556 -2.767
N 1.176 1.374 -2.923
C 2.002 0.350 -2.703
N 1.722 -0.747 -2.091
C 2.806 -1.583 -1.985
C 2.814 -2.823 -1.351
C 4.003 -3.529 -1.265
C 5.181 -3.028 -1.813
C 5.189 -1.800 -2.460
C 4.006 -1.088 -2.534
S 3.722 0.482 -3.239
H 0.156 1.245 -2.804
H 1.469 2.143 -3.495
H 1.885 -3.208 -0.951
H 4.012 -4.486 -0.758
H 6.102 -3.595 -1.737
H 6.100 -1.405 -2.892
Cl -1.596 -2.765 1.405
```

Summary:
Energy relative to the best compared isomer or geometry (same formula, charge and spin), eV: 0.7805
Highest occupied orbital energy, eV: -1.18
Net charge: -2
Gap between HOMO and LUMO, eV: 5.138
Calculated total energy, a.u.: -11339.7611

=====

Below is a structure of composition C28H42CoO14 at a distorted geometry, with properties calculated with ωB97M-V/def2-TZVPD.

The geometry in XYZ format:
```
85
C28H42CoO14 | OMol25 | ωB97M-V/def2-TZVPD
Co 0.476 0.142 0.221
O 0.447 1.774 1.594
C 0.044 2.396 2.605
O 0.250 1.775 3.784
C -0.370 2.426 4.892
C -1.407 3.301 4.164
C -0.729 3.674 2.861
H 0.288 2.995 5.549
H -0.824 1.698 5.564
H -1.669 4.187 4.741
H -2.270 2.664 3.968
H -0.049 4.525 2.876
H -1.502 3.955 2.146
O 2.006 -1.196 -0.336
C 2.935 -1.746 -0.920
O 4.178 -1.413 -0.620
C 5.041 -2.133 -1.423
C 4.203 -2.610 -2.604
C 2.874 -2.876 -1.903
H 5.445 -2.978 -0.864
H 5.873 -1.496 -1.723
H 4.689 -3.472 -3.059
H 4.170 -1.760 -3.286
H 2.823 -3.828 -1.375
H 2.052 -2.855 -2.618
O -0.701 -1.610 -0.343
C -1.196 -2.696 -0.365
O -2.359 -2.892 0.240
C -2.746 -4.237 0.144
C -1.585 -5.020 -0.496
C -0.605 -3.931 -1.028
H -3.648 -4.160 -0.463
H -3.051 -4.691 1.087
H -1.959 -5.604 -1.337
H -1.094 -5.688 0.212
H -0.554 -3.816 -2.110
H 0.394 -4.228 -0.707
O 2.312 1.509 -0.384
C 2.718 2.497 -1.027
O 1.803 3.315 -1.650
C 2.390 4.511 -2.076
C 3.856 4.322 -1.954
C 4.093 3.066 -1.147
H 1.960 5.313 -1.475
H 2.042 4.714 -3.089
H 4.410 5.149 -1.509
H 4.289 4.223 -2.949
H 4.527 3.215 -0.158
H 4.680 2.345 -1.715
O 0.341 0.294 -1.981
C 0.015 0.061 -3.092
O -1.263 -0.045 -3.381
C -1.446 -0.124 -4.813
C -0.062 -0.515 -5.351
C 0.842 0.037 -4.324
H -1.882 0.812 -5.163
H -2.024 -0.988 -5.144
H 0.155 -0.127 -6.347
H -0.086 -1.603 -5.415
H 1.214 1.029 -4.581
H 1.716 -0.596 -4.172
O -1.510 0.870 0.142
C -2.718 1.104 0.303
O -3.115 2.058 1.107
C -4.494 2.254 1.008
C -4.886 1.728 -0.326
C -3.867 0.634 -0.570
H -4.879 3.273 1.043
H -5.096 1.698 1.727
H -4.746 2.476 -1.106
H -5.928 1.411 -0.386
H -3.454 0.624 -1.579
H -4.212 -0.366 -0.305
O 0.225 -0.814 2.014
C -0.123 -1.273 3.122
O 0.809 -1.595 3.953
C 0.255 -2.002 5.233
C -1.161 -1.444 5.190
C -1.534 -1.432 3.722
H 0.851 -1.542 6.021
H 0.313 -3.090 5.275
H -1.225 -0.418 5.551
H -1.758 -2.062 5.861
H -2.308 -0.702 3.487
H -1.912 -2.380 3.338
```

Summary:
Energy relative to the best compared isomer or geometry (same formula, charge and spin), eV: 0.0000
Multiplicity: 4
Highest occupied orbital energy (alpha / beta), eV: -14.91 / -14.74
⟨S²⟩: 3.7543
Net charge: +2
Gap between HOMO and LUMO (alpha / beta), eV: 11.101 / 10.934
Calculated total energy, a.u.: -3527.8613

=====

Below is a structure of composition C28H42N10O12P at a distorted geometry, with properties calculated with ωB97M-V/def2-TZVPD.

The geometry in XYZ format:
```
93
C28H42N10O12P | OMol25 | ωB97M-V/def2-TZVPD
P 0.050 0.080 0.008
O -1.370 0.575 0.048
O 0.511 -0.057 -1.532
O 0.197 -1.191 0.747
O 0.921 1.156 0.593
N 1.845 1.957 -3.692
C 2.372 3.097 -3.094
C 3.089 3.739 -4.214
C 2.847 2.996 -5.464
C 1.990 1.766 -4.970
H 1.247 1.149 -2.916
H 2.222 3.434 -2.061
H 3.913 4.594 -3.857
H 3.082 2.998 -6.591
H 1.434 1.118 -5.732
N 0.274 -3.530 1.309
C -0.713 -4.413 0.923
C -0.518 -5.726 1.693
C 0.913 -5.564 2.347
C 1.273 -4.135 2.126
H 0.370 -2.437 1.091
H -1.613 -3.976 0.422
H -1.278 -6.659 1.723
H 1.272 -6.506 2.988
H 2.063 -3.270 2.332
N -2.437 2.130 1.574
C -3.682 2.516 1.743
C -3.878 3.504 2.882
C -2.518 3.650 3.424
C -1.538 2.749 2.423
H -2.154 1.326 0.869
H -4.401 1.981 1.275
H -4.810 3.950 3.302
H -2.435 4.459 4.185
H -0.507 2.715 2.322
N -3.234 1.525 -2.107
C -3.940 2.669 -2.151
C -5.078 2.481 -3.215
C -4.986 1.102 -3.540
C -3.770 0.511 -2.851
H -2.419 1.316 -1.536
H -3.992 3.618 -1.694
H -5.775 3.437 -3.436
H -5.702 0.667 -4.365
H -3.304 -0.432 -2.912
N 2.178 3.851 0.900
C 2.727 3.695 2.187
C 3.230 5.039 2.498
C 2.847 6.008 1.414
C 2.102 5.196 0.384
H 1.646 2.979 0.411
H 2.627 2.770 2.618
H 3.671 5.109 3.522
H 3.123 7.155 1.314
H 1.653 5.317 -0.708
N -0.236 -2.080 -2.776
C -1.168 -2.849 -2.183
C -1.202 -4.131 -3.115
C -0.248 -4.003 -4.269
C 0.348 -2.514 -4.015
H 0.043 -1.054 -2.333
H -1.485 -2.701 -1.050
H -1.847 -4.930 -2.800
H -0.166 -4.449 -5.176
H 1.056 -1.877 -4.494
C -0.239 -0.281 3.723
N 0.660 -0.110 4.884
O 1.630 -0.806 4.983
O 0.389 0.677 5.753
H -1.299 -0.388 4.081
H 0.175 -1.279 3.218
H 0.025 0.589 3.032
C 2.204 -3.330 -1.261
N 3.559 -3.819 -0.994
O 3.838 -5.010 -1.361
O 4.303 -3.137 -0.269
H 2.147 -3.399 -2.379
H 1.977 -2.274 -0.890
H 1.304 -3.966 -1.041
C -3.046 -1.289 1.542
N -3.943 -2.253 2.142
O -3.821 -3.405 1.870
O -4.999 -1.799 2.606
H -3.534 -0.723 0.688
H -2.314 -1.812 1.142
H -2.811 -0.691 2.212
C 3.378 -0.598 1.642
N 4.542 -0.935 2.436
O 4.445 -2.001 3.052
O 5.641 -0.294 2.235
H 3.609 0.084 0.761
H 2.667 -0.016 2.212
H 2.783 -1.334 1.230
```

Summary:
Energy relative to the best compared isomer or geometry (same formula, charge and spin), eV: 1.0895
Highest occupied orbital energy, eV: -0.69
Net charge: -3
Gap between HOMO and LUMO, eV: 6.816
Calculated total energy, a.u.: -2883.1512